{"formula": "C21H21BCl43NO6P", "method": "ωB97M-V/def2-TZVPD", "orbital_gap_ev": 8.887, "charge": 1, "spin_multiplicity": 1, "species": ["C", "C", "Cl", "C", "Cl", "C", "O", "C", "P", "O", "O", "O", "C", "C", "C", "C", "Cl", "N", "C", "C", "B", "O", "O", "H", "H", "H", "H", "H", "H", "H", "H", "H", "H", "H", "H", "H", "H", "H", "H", "H", "H", "H", "H", "H", "C", "Cl", "Cl", "Cl", "Cl", "C", "Cl", "Cl", "Cl", "Cl", "C", "Cl", "Cl", "Cl", "Cl", "C", "Cl", "Cl", "Cl", "Cl", "C", "Cl", "Cl", "Cl", "Cl", "C", "Cl", "Cl", "Cl", "Cl", "C", "Cl", "Cl", "Cl", "Cl", "C", "Cl", "Cl", "Cl", "Cl", "C", "Cl", "Cl", "Cl", "Cl", "C", "Cl", "Cl", "Cl", "Cl"], "xyz": [[2.08028, 1.08200, 1.03083], [1.71320, 1.85277, -0.33689], [3.10523, 2.45777, -1.36456], [0.37439, 2.03418, -0.76785], [0.07569, 2.88326, -2.37179], [-0.81708, 1.46213, 0.13536], [-0.86134, 0.03211, -0.11337], [-2.20643, -0.45947, -0.28991], [-2.02847, -2.34206, -0.60191], [-2.45156, -2.75768, -2.00070], [-2.86066, -3.24736, 0.58783], [-0.37920, -2.74808, -0.38750], [-2.86836, 0.31273, -1.51873], [-4.29732, -0.23190, -1.98415], [-5.20866, -0.83562, -0.82410], [-5.74644, 0.23042, 0.23634], [-7.06470, -0.64404, 1.21085], [-2.94556, 1.81401, -1.27284], [-2.19452, 2.23355, -0.04322], [-2.06450, 3.84066, -0.00767], [-3.37167, 4.60669, 0.58353], [-4.47945, 3.96799, 1.26206], [-3.42383, 6.04432, 0.37350], [3.03696, 0.50654, 0.82938], [1.28317, 0.26761, 1.22487], [2.15799, 1.79208, 1.91435], [-0.49681, 1.58932, 1.23048], [-2.78654, -0.35952, 0.69403], [-3.44374, -2.66670, 1.12359], [-0.27075, -2.71538, 0.59861], [-2.15008, 0.18080, -2.40496], [-4.17444, -1.01472, -2.79840], [-4.85352, 0.65321, -2.47051], [-6.13812, -1.27324, -1.33914], [-4.74760, -1.69290, -0.24254], [-4.95006, 0.50267, 1.00251], [-6.23292, 1.12227, -0.26810], [-2.55587, 2.28924, -2.10372], [-3.93310, 2.13081, -1.19971], [-2.86044, 1.95554, 0.85207], [-1.97881, 4.16585, -1.11025], [-1.10396, 4.19045, 0.51648], [-4.79435, 3.29325, 0.61545], [-3.71312, 6.14630, -0.56330], [1.87129, -5.89012, -1.71372], [1.83902, -7.09667, -0.41260], [0.21658, -5.35226, -2.06466], [2.84980, -4.49682, -1.20524], [2.58118, -6.61055, -3.17277], [-0.12464, -1.81667, -4.68148], [-0.18671, -1.06602, -3.06864], [-1.67565, -2.59960, -5.03561], [0.19729, -0.56475, -5.89978], [1.17221, -3.02634, -4.71918], [5.42887, 1.90139, 3.13568], [5.72532, 2.57976, 1.52034], [4.15619, 2.83873, 3.95005], [4.91037, 0.20857, 2.98600], [6.92635, 1.97712, 4.08843], [-3.19315, -6.28276, -5.56070], [-4.15528, -4.79067, -5.65683], [-4.27168, -7.66540, -5.28422], [-2.31547, -6.51413, -7.08656], [-2.02926, -6.16030, -4.22290], [6.02728, 6.51550, 4.98878], [6.73842, 6.74410, 6.59933], [6.25091, 4.82817, 4.47785], [4.29188, 6.89252, 5.05100], [6.82704, 7.59592, 3.82831], [8.91342, 6.51166, 0.02180], [7.84073, 5.30559, 0.76430], [10.60286, 6.09349, 0.36938], [8.65692, 6.53154, -1.73488], [8.55256, 8.11796, 0.69064], [4.83957, -7.60023, 2.19501], [3.83527, -9.06373, 2.13850], [6.35911, -7.95693, 3.04031], [5.19350, -7.06185, 0.54098], [3.96720, -6.31704, 3.06063], [-2.32605, -2.92932, 4.44598], [-1.67000, -2.72932, 6.08138], [-2.12883, -4.61420, 3.92757], [-4.05057, -2.50416, 4.44010], [-1.45306, -1.85958, 3.32323], [3.82098, 7.12871, 0.94660], [3.20707, 6.80761, -0.68968], [5.42719, 7.87675, 0.83936], [2.70915, 8.22728, 1.79059], [3.93696, 5.60012, 1.84212], [-4.73168, -6.07319, -1.30358], [-5.58539, -5.64512, 0.19620], [-3.10952, -5.35426, -1.28383], [-4.59807, -7.83966, -1.42437], [-5.64042, -5.45270, -2.69554]], "forces_ev_per_a": [[-0.519, -0.373, -1.402], [-2.044, 0.182, -0.397], [-1.916, -0.855, 1.540], [2.695, -0.233, 1.010], [-0.099, -1.218, 1.793], [1.184, 1.004, -0.522], [-1.426, 0.536, -0.037], [-0.101, 0.368, 0.564], [0.592, -3.216, -2.310], [0.733, 1.682, 3.210], [1.333, 2.953, -1.124], [-3.646, 1.280, 1.505], [-0.254, -2.162, -1.285], [-0.215, 0.221, 0.273], [-0.966, 0.379, -0.249], [0.119, -1.018, -0.167], [1.005, 0.861, -0.637], [0.085, -0.061, 0.208], [0.468, 0.999, 2.143], [-0.100, -0.827, -0.989], [-0.821, 1.781, 0.547], [1.662, 0.270, -2.320], [-0.292, -2.871, -0.473], [-1.049, 1.001, 0.463], [1.194, 1.457, -0.274], [0.106, -0.870, -1.215], [-0.566, 0.093, -1.570], [0.506, 0.044, -1.284], [0.419, -0.527, -0.136], [0.400, -0.248, -0.890], [-0.978, 0.234, 1.446], [0.092, 0.957, 1.182], [0.675, -1.240, 0.632], [1.406, 0.580, 0.781], [-0.400, 0.996, -0.958], [-1.057, -0.038, -1.009], [0.603, -0.995, 0.723], [0.097, -0.126, 0.354], [0.674, -0.417, -0.033], [0.929, 0.151, -1.400], [0.225, -0.206, 1.656], [-1.408, -0.558, -0.762], [0.004, 0.310, 1.184], [0.376, 0.424, 0.897], [-0.019, -0.137, 0.014], [-0.103, 0.203, -0.222], [0.296, -0.095, 0.068], [-0.135, -0.147, -0.067], [-0.114, 0.149, 0.232], [-0.074, -0.245, -0.292], [0.575, 0.116, -0.332], [0.329, 0.184, 0.051], [-0.035, -0.119, 0.218], [-0.246, 0.283, 0.054], [0.125, 0.001, -0.012], [-0.100, -0.181, 0.262], [-0.397, -0.741, -0.288], [0.136, 0.196, 0.073], [-0.265, -0.398, -0.255], [0.146, -0.179, 0.005], [0.120, -0.127, -0.123], [0.178, 0.251, -0.063], [-0.148, 0.072, 0.237], [-0.247, -0.128, -0.575], [0.145, 0.126, -0.013], [-0.133, -0.064, -0.264], [0.536, 1.225, 0.406], [0.213, -0.024, 0.076], [-0.084, -0.244, 0.374], [0.057, -0.105, -0.048], [0.173, 0.137, -0.057], [-0.314, 0.094, -0.047], [0.012, 0.015, 0.298], [0.272, -0.133, -0.098], [0.091, -0.050, -0.043], [0.128, 0.234, 0.003], [-0.279, 0.067, -0.138], [0.061, -0.068, 0.276], [0.089, -0.154, -0.117], [-0.128, -0.462, 0.370], [-0.124, 0.026, -0.407], [-0.029, 0.391, 0.032], [0.261, -0.002, -0.108], [0.082, 0.154, -0.028], [0.090, 0.196, 0.009], [0.059, 0.007, 0.189], [-0.651, -0.193, -0.208], [0.139, -0.178, -0.119], [-0.024, 0.164, -0.241], [0.272, -0.153, 0.005], [0.073, -0.011, -0.127], [-0.760, -0.882, 0.033], [-0.067, 0.286, 0.022], [0.092, -0.065, 0.317]]}

=====

{"formula": "C21H21Cl2N3O5S", "method": "ωB97M-V/def2-TZVPD", "orbital_gap_ev": 8.449, "smiles": "O=C(COC(=O)CCCCC/N=C1\\NS(=O)(=O)c2ccccc21)Nc1ccc(Cl)c(Cl)c1", "charge": 0, "e_above_lowest_kcal_mol": 4.30, "spin_multiplicity": 1, "species": ["O", "C", "C", "O", "C", "O", "C", "C", "C", "C", "C", "N", "C", "N", "S", "O", "O", "C", "C", "C", "C", "C", "C", "N", "C", "C", "C", "C", "Cl", "C", "Cl", "C", "H", "H", "H", "H", "H", "H", "H", "H", "H", "H", "H", "H", "H", "H", "H", "H", "H", "H", "H", "H", "H"], "xyz": [[3.93241, 1.88987, 2.61988], [3.33344, 1.38613, 1.69837], [3.10071, 2.14007, 0.37911], [1.80367, 2.73847, 0.42745], [0.98323, 2.58008, -0.60015], [1.26134, 1.95698, -1.60046], [-0.31703, 3.31367, -0.37075], [-1.18365, 3.38666, -1.63452], [-2.42535, 2.49482, -1.55049], [-3.07432, 2.23963, -2.91338], [-2.34254, 1.17948, -3.75392], [-2.50601, -0.10592, -3.13472], [-1.63906, -0.60748, -2.36890], [-0.35875, -0.16466, -2.06313], [0.14015, -0.70800, -0.57154], [1.52688, -1.08729, -0.60225], [-0.20429, 0.24101, 0.45239], [-0.99475, -2.07411, -0.59069], [-1.08618, -3.16803, 0.23893], [-2.12420, -4.06457, 0.01567], [-3.04288, -3.84501, -1.00179], [-2.94659, -2.73289, -1.82341], [-1.90285, -1.84291, -1.61492], [2.79491, 0.14336, 1.68249], [2.70840, -0.76475, 2.73289], [3.13912, -0.49154, 4.03019], [2.99280, -1.44403, 5.02019], [2.41625, -2.67490, 4.74392], [2.23183, -3.84699, 5.99494], [1.99159, -2.95066, 3.44780], [1.26805, -4.46961, 3.07114], [2.14312, -2.00815, 2.44940], [3.83346, 2.94929, 0.30202], [3.16733, 1.47456, -0.48753], [-0.06998, 4.30313, 0.01546], [-0.83191, 2.77388, 0.42687], [-0.57158, 3.08845, -2.48872], [-1.49869, 4.41665, -1.80936], [-2.16399, 1.54025, -1.08900], [-3.15687, 2.97460, -0.89635], [-3.11333, 3.17067, -3.48162], [-4.09601, 1.88774, -2.76251], [-1.29368, 1.46546, -3.90214], [-2.82592, 1.11558, -4.73269], [-0.00977, 0.73907, -2.35739], [-0.37712, -3.32491, 1.03603], [-2.21588, -4.93536, 0.64615], [-3.84511, -4.55129, -1.15348], [-3.65227, -2.54343, -2.61555], [2.36189, -0.18178, 0.81915], [3.58534, 0.46245, 4.25516], [3.32527, -1.23452, 6.02442], [1.82935, -2.22924, 1.44138]], "forces_ev_per_a": [[0.136, 0.169, 0.235], [-0.144, 0.222, -0.595], [0.416, -0.141, -0.071], [0.022, 0.100, 0.370], [-0.345, 0.346, -0.151], [0.239, -0.006, -0.037], [0.038, 0.024, -0.247], [-0.054, -0.165, 0.147], [-0.019, 0.132, -0.274], [0.150, -0.134, 0.103], [-0.074, 0.284, -0.057], [-0.095, -0.422, 0.233], [-0.612, -0.055, -0.522], [0.226, -0.334, 0.305], [-0.188, 0.108, -0.046], [0.031, -0.330, -0.318], [-0.210, -0.110, 0.110], [-0.032, 0.589, -0.636], [0.147, -0.094, 0.231], [0.171, 0.153, 0.071], [-0.032, 0.063, -0.082], [0.171, 0.146, 0.067], [-0.161, -0.503, 0.278], [-0.144, -0.195, -0.330], [0.009, -0.296, 0.440], [0.049, 0.157, -0.032], [-0.132, -0.220, -0.122], [-0.004, 0.044, -0.103], [0.031, -0.031, 0.173], [0.125, 0.215, 0.160], [-0.088, -0.169, -0.147], [0.038, 0.100, 0.096], [-0.118, -0.220, 0.052], [0.020, 0.125, 0.138], [0.023, -0.051, 0.057], [0.032, 0.059, 0.070], [-0.034, 0.099, -0.019], [0.027, -0.007, -0.045], [-0.061, 0.021, 0.107], [0.019, -0.082, 0.090], [-0.068, 0.048, -0.043], [-0.040, 0.041, -0.088], [0.021, 0.028, -0.087], [0.189, 0.134, 0.020], [0.168, 0.188, 0.207], [0.071, -0.074, 0.118], [0.007, -0.067, 0.061], [-0.060, -0.060, -0.020], [-0.083, 0.025, -0.090], [0.190, 0.241, 0.169], [0.009, 0.002, 0.007], [0.023, 0.007, 0.093], [-0.001, -0.103, -0.042]]}

=====

The LUMO results, record by record, are as follows: -3.45 -0.02 eV.